A structure of composition C3H5NS3 in a non-equilibrium geometry, computed with wB97M-V/def2-TZVPD.

CARTESIAN COORDINATES (ANGSTROEM)
C -1.27 -0.32 0.67
C -0.24 -1.47 0.60
C -0.10 0.44 0.31
H -1.89 0.11 -1.47
H -1.68 0.05 1.65
H 0.02 -2.28 1.41
H -0.47 -2.14 -0.13
H 2.29 0.09 -1.43
N 0.82 -0.57 0.04
S -2.67 -0.29 -0.46
S 2.59 -0.68 -0.27
S 0.43 1.98 0.12

Computed properties:
HOMO level   -0.3120 Ha